A 2-piece molecular cluster, C3H7PS2 overall at a distorted geometry. Source: OMol25; level of theory: the ωB97M-V functional and the def2-TZVPD basis.

The calculation puts the HOMO energy at -8.406 eV. The calculation puts the HOMO-LUMO gap at 8.091 eV. For the calculated total energy, the calculation gives -1256.1419 hartree. As for the energy above the lowest of the compared OMol25 structures with the same formula, charge and spin: 1.584 eV. Its LUMO energy is -0.012 hartree.

Each line ends with the Mulliken charge.
Cartesian coordinates (Å):
C1 -3.579954 1.222586 -0.360522  -0.340
P1 -4.146358 0.241086 1.040499  -0.069
S1 -4.743976 -0.112002 -0.931658  -0.186
H1 -4.146039 2.158706 -0.689091  0.298
H2 -2.646662 1.252800 -0.917156  0.246
H3 -3.283064 -0.850624 0.862670  0.051
C2 2.716839 1.080936 0.167516  -1.027
C3 1.307162 1.459548 -0.089221  -0.020
S2 0.128709 0.473324 -0.584462  -0.262
H4 3.147333 1.732399 0.770510  0.385
H5 3.203547 1.240488 -0.747342  0.319
H6 2.945793 0.089853 0.397092  0.344
H7 0.957758 2.419959 0.376541  0.262

Cartesian forces, eV/Å:
-1.3 1.3 -2.4
-0.2 0.0 0.3
-0.4 0.1 -0.5
0.8 -1.0 1.5
0.2 -0.6 0.7
0.8 0.2 0.5
-2.1 -0.8 -2.7
-1.5 -0.2 1.9
0.3 0.1 -0.4
1.9 2.8 3.2
1.0 0.2 -1.7
-0.2 -1.7 0.6
0.6 -0.5 -0.9